1.
33
Properties=species:S:1:pos:R:3 method="wB97M-V/def2-TZVPD" lumo_energy_ev="-14.02 / -18.53" total_charge=+4 spin_multiplicity=5 gap_ev="9.9212 / 5.6192"
Pd -0.776 -0.036 0.123
N -2.291 1.439 -1.014
C -2.394 0.737 -2.276
C -1.025 0.563 -2.909
N -0.079 -0.167 -2.004
C 0.134 -1.620 -2.332
C -0.919 -2.460 -1.665
N -0.849 -2.180 -0.199
H -3.143 1.496 -0.446
H -1.802 2.341 -1.037
H -3.030 1.382 -2.927
H -2.972 -0.180 -2.138
H -0.592 1.537 -3.145
H -1.128 0.024 -3.851
H 0.820 0.304 -2.055
H 1.128 -1.888 -1.972
H 0.136 -1.764 -3.413
H -0.753 -3.526 -1.838
H -1.931 -2.243 -2.006
H 0.011 -2.554 0.206
H -1.627 -2.584 0.327
O 3.013 1.563 4.916
C 2.411 1.211 3.850
C 3.099 0.821 2.629
C 2.308 0.460 1.510
N 0.994 0.469 1.569
C 0.364 0.840 2.750
Br -1.502 0.760 2.597
C 0.975 1.212 3.890
H 3.999 1.569 4.915
H 4.184 0.805 2.568
H 2.783 0.171 0.581
H 0.456 1.500 4.798


2.
35
Properties=species:S:1:pos:R:3 method="wB97M-V/def2-TZVPD" lumo_energy_ev="-11.13 / -11.11" total_charge=+2 gap_ev="4.2205 / 4.2464" relative_energy_kcal_mol=57.9
I -0.216 -2.993 -0.031
I -0.220 2.959 0.070
Tl 0.202 0.084 0.044
P 0.155 -0.003 -2.545
C -1.498 -0.016 -3.244
C 1.049 1.455 -3.109
H 1.998 -1.532 -2.521
H 1.280 -1.224 -4.157
H 0.460 -2.342 -2.968
C 1.073 -1.443 -3.104
H 1.987 1.546 -2.544
H 1.238 1.247 -4.168
H -1.331 -0.016 -4.326
H -2.044 0.880 -2.926
H 0.437 2.351 -2.955
H -2.025 -0.922 -2.922
C -2.021 0.000 0.025
O -3.152 -0.001 0.112
Cl 2.643 0.013 -0.083
C 2.580 0.782 3.939
N 1.288 1.390 4.187
C 1.024 2.437 5.065
C -0.320 2.643 5.048
N -0.868 1.727 4.159
C -2.286 1.569 3.918
C 0.121 0.915 3.642
Se -0.107 -0.727 2.743
H 3.340 1.296 4.537
H 2.862 0.840 2.880
H 2.595 -0.281 4.217
H 1.830 2.929 5.627
H -0.950 3.359 5.595
H -2.835 1.332 4.842
H -2.715 2.494 3.512
H -2.478 0.765 3.198


3.
33
Properties=species:S:1:pos:R:3 method="wB97M-V/def2-TZVPD" lumo_energy_ev="-7.97 / -7.94" total_charge=+2 spin_multiplicity=4 gap_ev="7.7630 / 7.8099" relative_energy_kcal_mol=1.3
C 4.541 -4.335 1.796
C 3.956 -3.124 2.366
H 5.407 -4.674 2.398
H 4.847 -4.114 0.759
H 3.763 -5.115 1.774
O 4.146 -2.303 3.185
I 1.515 -2.855 1.102
Nd -0.396 -1.047 0.104
P 0.960 1.226 -1.137
C 1.267 3.004 -0.933
C 2.671 0.572 -1.201
H 0.169 0.165 -3.184
H 1.280 1.550 -3.521
H -0.427 1.836 -3.030
C 0.452 1.188 -2.896
H 2.667 -0.514 -1.374
H 3.203 1.081 -2.018
H 1.980 3.352 -1.693
H 1.673 3.205 0.067
H 3.177 0.769 -0.247
H 0.322 3.553 -1.041
C -0.520 1.475 1.179
O -0.814 2.436 1.753
Cl -1.252 -2.027 -2.067
C -5.764 0.644 0.252
C -4.816 0.684 1.468
C -3.547 0.054 1.213
N -2.531 -0.485 1.008
H -5.376 1.264 -0.561
H -6.761 1.011 0.508
H -5.872 -0.383 -0.119
H -4.635 1.729 1.766
H -5.284 0.178 2.325


4.
33
Properties=species:S:1:pos:R:3 method="wB97M-V/def2-TZVPD" lumo_energy_ev="-10.93 / -15.32" total_charge=+3 spin_multiplicity=5 gap_ev="8.1010 / 5.4316"
C -2.955 2.202 -4.295
C -2.956 0.986 -3.423
H -3.744 2.080 -5.047
H -1.978 2.271 -4.804
H -3.150 3.106 -3.698
O -3.448 -0.098 -3.513
I -1.698 1.404 -1.564
Pd -0.127 -0.068 0.112
P 1.558 -1.151 -0.985
C 1.943 -2.910 -0.808
C 1.445 -0.925 -2.761
H 2.892 0.744 -0.468
H 3.852 -0.573 -1.269
H 3.415 -0.694 0.472
C 3.096 -0.333 -0.512
H 1.409 0.145 -2.991
H 2.352 -1.381 -3.175
H 2.713 -3.140 -1.555
H 1.062 -3.528 -1.006
H 0.551 -1.423 -3.152
H 2.335 -3.132 0.192
C -0.505 -1.944 0.885
O -0.580 -2.788 1.665
Cl 0.874 2.215 0.196
C -0.352 1.029 5.513
C -1.469 1.074 4.450
C -1.170 0.709 3.052
N -0.999 0.511 1.922
H 0.161 0.072 5.546
H -0.764 1.196 6.510
H 0.385 1.812 5.339
H -2.303 0.424 4.749
H -1.843 2.106 4.421


5.
34
Properties=species:S:1:pos:R:3 method="wB97M-V/def2-TZVPD" lumo_energy_ev=3.26 total_charge=-1 gap_ev=6.9240
C 3.977 1.486 1.034
C 3.447 0.426 0.101
O 3.653 0.451 -1.091
O 2.749 -0.520 0.742
C 2.856 -1.874 0.223
C 1.535 -2.522 -0.157
Sb -0.141 -1.304 -1.036
C -0.999 -1.091 1.013
C -1.673 0.247 1.357
C -2.934 0.596 0.532
C -2.964 1.970 -0.132
F -4.052 2.668 0.375
F -1.874 2.736 0.146
C -3.156 2.015 -1.683
F -3.834 3.132 -2.026
F -1.994 2.067 -2.321
F -3.874 0.981 -2.126
H 4.067 2.416 0.472
H 3.321 1.621 1.891
H 4.976 1.197 1.365
H 3.565 -1.901 -0.605
H 3.314 -2.442 1.041
H 1.138 -3.069 0.704
H 1.762 -3.262 -0.932
H 0.674 0.242 -0.863
H 0.587 -1.479 -2.652
H -1.021 -2.847 -1.275
H -1.522 -0.471 -1.770
H -0.125 -1.147 1.674
H -1.643 -1.937 1.275
H -1.987 0.190 2.406
H -0.914 1.026 1.299
H -3.792 0.598 1.208
H -3.121 -0.199 -0.189


6.
39
Properties=species:S:1:pos:R:3 method="wB97M-V/def2-TZVPD" lumo_energy_ev="-2.44 / -2.38" spin_multiplicity=2 gap_ev="6.7617 / 6.8056"
Ir -0.443 -1.196 -1.188
N -1.609 0.822 -0.663
C -1.929 1.111 0.726
C -2.601 -0.080 1.419
C -1.783 -0.666 2.573
C -0.369 -1.099 2.192
N -0.390 -2.004 1.051
H -0.995 1.562 -1.031
H -2.444 0.713 -1.230
H -2.578 1.995 0.768
H -0.997 1.366 1.235
H -2.781 -0.858 0.677
H -3.572 0.216 1.814
H -2.314 -1.541 2.952
H -1.718 0.066 3.381
H 0.088 -1.583 3.068
H 0.256 -0.237 1.938
H -1.252 -2.560 1.028
H 0.417 -2.620 1.043
O -3.667 -3.670 -2.117
S -2.693 -2.905 -1.408
O -2.700 -3.061 0.039
O -2.644 -1.479 -1.798
S -0.774 -3.571 -1.926
F 0.619 -0.683 -2.939
C 3.008 3.542 -1.170
N 2.783 2.147 -0.868
C 3.799 1.269 -0.720
C 3.590 -0.054 -0.522
C 2.232 -0.512 -0.530
O 1.874 -1.709 -0.503
N 1.247 0.412 -0.569
C 1.448 1.721 -0.809
O 0.550 2.540 -0.942
H 4.016 3.831 -0.881
H 2.274 4.141 -0.631
H 2.869 3.723 -2.236
H 4.796 1.680 -0.783
H 4.388 -0.770 -0.439


Number 1: maximum force 0.8 eV Å⁻¹, electronic energy -3347.45546 a.u.. Number 2: maximum force 4.9 eV Å⁻¹, electronic energy -4508.10902 a.u.. Number 3: maximum force 5.8 eV Å⁻¹, electronic energy -2218.52383 a.u.. Number 4: maximum force 6.5 eV Å⁻¹, electronic energy -1784.20505 a.u.. Number 5: maximum force 0.8 eV Å⁻¹, electronic energy -1243.06837 a.u.. Number 6: maximum force 3.6 eV Å⁻¹, electronic energy -1948.90740 a.u..